{
  "formula": "C4H6O2",
  "method": "ωB97M-V with the def2-TZVPD basis set",
  "species": ["O", "C", "C", "C", "O", "C", "H", "H", "H", "H", "H", "H"],
  "coordinates": [[0.835, 2.171, 0.337], [0.471, 1.038, 0.145], [-0.960, 0.548, -0.008], [-0.818, -0.970, -0.126], [0.557, -1.250, -0.394], [1.373, -0.180, 0.013], [-1.396, 1.010, -0.899], [-1.551, 0.868, 0.855], [-1.137, -1.478, 0.794], [-1.390, -1.385, -0.960], [2.150, -0.007, -0.738], [1.865, -0.366, 0.981]],
  "gap_ev": 10.6059,
  "largest_force_ev_per_a": 0.5,
  "smiles": "O=C1CCOC1",
  "relative_energy_ev": 0.919
}

{
  "formula": "C4H6O2",
  "method": "ωB97M-V with the def2-TZVPD basis set",
  "species": ["C", "C", "O", "C", "C", "O", "H", "H", "H", "H", "H", "H"],
  "coordinates": [[1.545, 0.294, -0.648], [0.378, 0.724, 0.205], [0.088, 1.884, 0.396], [-0.492, -0.390, 0.779], [-1.762, -0.501, -0.040], [-2.139, -1.520, -0.562], [1.172, -0.256, -1.521], [2.198, -0.391, -0.095], [2.112, 1.165, -0.979], [0.008, -1.362, 0.800], [-0.778, -0.093, 1.794], [-2.330, 0.446, -0.128]],
  "gap_ev": 10.5884,
  "largest_force_ev_per_a": 0.6,
  "smiles": "CC(=O)CC=O",
  "relative_energy_ev": 0.750
}

{
  "formula": "C4H6O2",
  "method": "ωB97M-V with the def2-TZVPD basis set",
  "species": ["C", "O", "C", "C", "C", "O", "H", "H", "H", "H", "H", "H"],
  "coordinates": [[1.593, 0.619, 0.079], [1.728, -0.573, 0.839], [0.760, -0.553, -0.197], [-0.669, -0.634, 0.263], [-1.668, 0.361, -0.134], [-1.617, -0.916, -0.752], [1.158, 1.465, 0.611], [2.433, 0.857, -0.572], [0.993, -1.180, -1.060], [-0.811, -1.183, 1.195], [-1.361, 1.194, -0.766], [-2.539, 0.543, 0.495]],
  "gap_ev": 11.5458,
  "largest_force_ev_per_a": 0.3,
  "smiles": "C1O[C@H]1[C@H]1CO1",
  "relative_energy_ev": 2.968
}

{
  "formula": "C4H6O2",
  "method": "ωB97M-V with the def2-TZVPD basis set",
  "species": ["O", "C", "C", "C", "C", "O", "H", "H", "H", "H", "H", "H"],
  "coordinates": [[-1.818, 0.202, 0.580], [-0.516, -0.293, 0.698], [0.441, -0.905, -0.546], [0.757, 0.538, -0.962], [0.401, 0.838, 0.448], [1.469, -1.234, 0.195], [-2.374, -0.138, 1.292], [-0.375, -0.965, 1.541], [-0.040, -1.650, -1.198], [1.780, 0.708, -1.305], [0.031, 1.058, -1.607], [0.246, 1.842, 0.864]],
  "gap_ev": [8.7092, 7.5816],
  "largest_force_ev_per_a": 0.9,
  "relative_energy_ev": 5.541
}

{
  "formula": "C4H6O2",
  "method": "ωB97M-V with the def2-TZVPD basis set",
  "species": ["O", "C", "C", "C", "C", "O", "H", "H", "H", "H", "H", "H"],
  "coordinates": [[1.586, -0.794, 0.291], [0.226, -0.724, -0.140], [0.563, -0.949, 1.266], [-1.388, 0.886, -1.089], [-0.205, 0.650, -0.529], [0.710, 1.576, -0.156], [1.497, 1.053, 0.073], [-0.099, -1.557, -0.755], [0.458, -1.944, 1.689], [0.455, -0.119, 1.963], [-1.746, 1.885, -1.305], [-2.029, 0.044, -1.338]],
  "gap_ev": 9.9154,
  "largest_force_ev_per_a": 0.5,
  "smiles": "C=C(O)[C@@H]1CO1",
  "relative_energy_ev": 2.143
}

{
  "formula": "C4H6O2",
  "method": "ωB97M-V with the def2-TZVPD basis set",
  "species": ["O", "C", "C", "C", "C", "O", "H", "H", "H", "H", "H", "H"],
  "coordinates": [[2.318, -0.190, 1.501], [1.457, -0.154, 0.714], [0.427, -0.113, -0.107], [-0.927, -0.222, 0.493], [-2.066, 0.542, -0.012], [-1.932, -0.850, -0.282], [3.019, 0.065, -1.206], [2.826, -0.649, -1.273], [0.562, 0.023, -1.176], [-0.929, -0.502, 1.547], [-2.872, 0.813, 0.669], [-1.927, 1.201, -0.869]],
  "gap_ev": 9.8667,
  "largest_force_ev_per_a": 1.0,
  "smiles": "O=C=C[C@H]1CO1.[H][H]",
  "relative_energy_ev": 3.524
}

{
  "formula": "C4H6O2",
  "method": "ωB97M-V with the def2-TZVPD basis set",
  "species": ["O", "C", "C", "C", "O", "C", "H", "H", "H", "H", "H", "H"],
  "coordinates": [[-0.874, -1.849, -0.049], [0.059, -1.419, 0.606], [1.024, 0.516, -0.197], [-0.199, 0.809, -0.999], [-1.231, 0.700, 0.125], [0.380, 0.008, 0.918], [-1.615, -0.199, 0.022], [0.920, -2.054, 0.884], [1.844, 1.214, -0.106], [-0.211, 1.831, -1.402], [-0.585, 0.117, -1.754], [0.487, 0.327, 1.952]],
  "gap_ev": 8.4454,
  "largest_force_ev_per_a": 1.5,
  "smiles": "O=C/C=C\\CO",
  "relative_energy_ev": 4.867
}

{
  "formula": "C4H6O2",
  "method": "ωB97M-V with the def2-TZVPD basis set",
  "species": ["O", "C", "C", "C", "C", "O", "H", "H", "H", "H", "H", "H"],
  "coordinates": [[0.350, 1.539, -0.917], [1.421, 0.818, -0.568], [-1.191, -1.295, 0.040], [-1.474, -0.304, 0.889], [1.363, -0.517, -0.070], [2.585, 1.137, -0.774], [0.667, 2.293, -1.443], [-1.293, -2.337, 0.331], [-0.903, -1.109, -0.987], [-1.825, -0.506, 1.898], [-1.403, 0.735, 0.589], [1.625, -0.591, 0.990]],
  "gap_ev": 8.8258,
  "largest_force_ev_per_a": 0.4,
  "relative_energy_ev": 4.701
}

In the order shown, the computed electronic energy values come out to -306.47254 -306.47872 -306.39723 -306.30268 -306.42754 -306.37680 -306.32743 -306.33354 a.u..
In the order shown, the computed molecular weight values come out to 86.090 86.090 86.090 86.090 86.090 86.090 86.090 86.090 g mol⁻¹.